{"formula": "CH7N4S", "method": "ωB97M-V with the def2-TZVPD basis set", "elements": ["C", "N", "N", "N", "N", "S", "H", "H", "H", "H", "H", "H", "H"], "coordinates": [[-0.158, -0.847, -0.294], [-1.205, -0.765, -1.055], [1.010, -1.349, -0.464], [0.129, 0.727, 1.110], [1.115, 1.330, 0.420], [-1.266, 1.638, 1.132], [-1.511, -1.419, -1.795], [1.206, -2.003, -1.146], [-2.101, -0.340, -0.601], [2.009, 1.199, 0.866], [0.902, 2.025, -0.380], [1.785, -1.058, 0.172], [-1.916, 0.863, 2.035]], "nbo_charge": [0.527, -0.779, -0.741, -0.316, -0.625, 0.289, 0.422, 0.407, 0.429, 0.410, 0.400, 0.428, 0.150], "e_above_lowest_ev": 2.787, "total_charge": 1, "gap_ev": [8.61, 8.61]}

***

{"formula": "C22H44BN3O5S2", "method": "ωB97M-V with the def2-TZVPD basis set", "elements": ["C", "C", "N", "C", "C", "C", "S", "S", "C", "C", "C", "C", "C", "C", "C", "C", "C", "O", "C", "C", "O", "N", "C", "C", "C", "C", "O", "C", "C", "N", "B", "O", "O", "H", "H", "H", "H", "H", "H", "H", "H", "H", "H", "H", "H", "H", "H", "H", "H", "H", "H", "H", "H", "H", "H", "H", "H", "H", "H", "H", "H", "H", "H", "H", "H", "H", "H", "H", "H", "H", "H", "H", "H", "H", "H", "H", "H"], "coordinates": [[-0.731, 3.605, 5.556], [-1.565, 2.382, 5.070], [-1.064, 1.118, 5.614], [-1.692, 0.791, 6.912], [-1.108, 1.582, 8.086], [-1.382, 0.018, 4.761], [-2.826, -0.129, 4.038], [-0.095, -1.221, 4.504], [0.359, -0.896, 2.768], [-0.562, -1.611, 1.772], [0.044, -1.795, 0.370], [0.031, -0.524, -0.530], [1.457, 0.088, -0.351], [2.499, -0.529, -1.290], [3.882, 0.014, -0.877], [4.999, -0.461, -1.820], [5.012, 0.234, -3.204], [5.042, -0.718, -4.257], [3.759, -1.197, -4.597], [-1.045, 0.535, -0.124], [-1.042, 1.209, 0.823], [-2.109, 0.543, -1.092], [-1.915, -0.771, -1.772], [-2.874, -1.191, -2.910], [-4.053, -0.251, -3.160], [-3.686, 1.004, -3.952], [-4.791, 0.046, -1.973], [-0.375, -0.741, -2.021], [0.016, -2.139, -2.586], [0.313, -2.176, -4.037], [-0.202, 0.530, -2.967], [0.351, 1.715, -2.506], [-0.647, 0.525, -4.289], [-0.178, 4.045, 4.728], [-1.384, 4.346, 6.012], [-0.006, 3.317, 6.315], [-2.602, 2.586, 5.361], [-1.544, 2.414, 3.985], [-1.567, -0.274, 7.120], [-2.776, 0.976, 6.884], [-1.420, 2.624, 8.009], [-1.534, 1.204, 9.015], [-0.020, 1.546, 8.082], [0.385, 0.180, 2.592], [1.370, -1.263, 2.582], [-0.702, -2.617, 2.182], [-1.560, -1.180, 1.760], [-0.456, -2.656, -0.078], [1.084, -2.097, 0.510], [1.424, 1.167, -0.490], [1.838, -0.070, 0.659], [2.541, -1.610, -1.151], [2.345, -0.237, -2.331], [4.110, -0.383, 0.117], [3.864, 1.104, -0.796], [4.929, -1.543, -1.930], [5.959, -0.243, -1.346], [5.919, 0.829, -3.303], [4.162, 0.923, -3.309], [3.442, -1.909, -3.821], [3.029, -0.377, -4.619], [3.782, -1.667, -5.576], [-2.925, 0.397, -0.496], [-2.130, -1.488, -0.966], [-3.308, -2.147, -2.609], [-2.320, -1.398, -3.828], [-4.744, -0.795, -3.816], [-3.162, 0.645, -4.839], [-4.569, 1.536, -4.306], [-2.972, 1.633, -3.418], [-4.694, 0.999, -1.846], [-0.808, -2.824, -2.378], [0.879, -2.554, -2.066], [-0.186, -2.971, -4.418], [1.296, -2.352, -4.214], [1.049, 2.035, -3.095], [0.161, 0.557, -4.827]], "mulliken_charge": [-1.276, -0.222, 0.036, -0.399, -1.403, -0.011, -0.191, -0.188, -0.561, -1.286, -1.037, 3.023, -2.141, 0.833, -0.946, -0.791, -0.540, -0.489, -0.470, -1.175, -0.484, -0.141, -0.722, -1.072, -0.287, -1.325, -0.650, 0.994, -1.819, -0.393, 0.851, -0.636, -0.773, 0.348, 0.318, 0.339, 0.330, 0.378, 0.480, 0.353, 0.270, 0.427, 0.349, 0.210, 0.456, 0.580, 0.294, 0.633, 0.467, 0.571, 0.478, 0.214, -0.452, 0.416, 0.411, 0.380, 0.392, 0.365, 0.319, 0.167, 0.199, 0.348, 0.467, 0.497, 0.395, 0.514, 0.491, 0.326, 0.465, 0.267, 0.378, 0.466, 0.407, 0.275, 0.112, 0.324, 0.267], "gap_ev": 7.95}

***

{"formula": "C6H10O", "method": "ωB97M-V with the def2-TZVPD basis set", "elements": ["C", "C", "C", "C", "C", "C", "O", "H", "H", "H", "H", "H", "H", "H", "H", "H", "H"], "coordinates": [[2.040, 0.404, 0.172], [0.591, 0.051, -0.023], [-0.049, -1.244, 0.509], [-0.928, -0.948, -0.713], [-1.709, 0.312, -0.305], [-0.497, 1.112, 0.243], [0.233, -0.386, -1.373], [2.260, 1.403, -0.218], [2.675, -0.323, -0.342], [2.288, 0.393, 1.239], [-0.505, -1.240, 1.505], [0.597, -2.112, 0.357], [-1.442, -1.724, -1.284], [-2.482, 0.109, 0.444], [-2.173, 0.790, -1.172], [-0.294, 2.020, -0.331], [-0.584, 1.372, 1.303]], "nbo_charge": [-0.630, 0.257, -0.440, 0.084, -0.425, -0.427, -0.535, 0.217, 0.227, 0.219, 0.197, 0.218, 0.195, 0.205, 0.216, 0.215, 0.206], "e_above_lowest_ev": 0.663, "gap_ev": 10.67}

***

{"formula": "C2H7NO3", "method": "ωB97M-V with the def2-TZVPD basis set", "elements": ["C", "N", "C", "O", "O", "H", "H", "H", "H", "H", "H", "H", "O"], "coordinates": [[0.031, 2.292, 1.111], [-0.931, 1.406, 0.486], [-0.762, 0.241, -0.256], [0.491, -0.381, -0.244], [-1.735, -0.281, -0.881], [-0.287, 2.248, 2.208], [0.194, 3.120, 0.428], [1.048, 1.944, 1.226], [-1.839, 1.819, 0.570], [0.238, -0.931, -0.999], [1.248, -3.595, -1.963], [0.928, -3.690, -0.493], [1.378, -4.192, -1.194]], "nbo_charge": [-0.449, -0.632, 0.862, -0.683, -0.669, 0.225, 0.217, 0.223, 0.408, 0.497, 0.463, 0.467, -0.929], "e_above_lowest_ev": 1.316, "gap_ev": 10.56}

***

{"formula": "C4H6N2OS", "method": "ωB97M-V with the def2-TZVPD basis set", "elements": ["C", "C", "C", "C", "N", "N", "O", "S", "H", "H", "H", "H", "H", "H"], "coordinates": [[1.414, 0.961, 0.030], [-0.792, 1.385, -0.381], [1.122, -0.383, 0.553], [-0.295, -0.900, 0.115], [0.492, 1.681, -0.453], [-1.189, 0.216, 0.145], [-0.261, -1.418, -1.170], [-2.824, -0.193, 0.316], [2.440, 1.443, 0.238], [-1.562, 2.193, -0.540], [1.788, -1.173, 0.252], [1.287, -0.493, 1.692], [-0.587, -1.638, 0.883], [-1.032, -1.682, -1.680]], "nbo_charge": [0.193, 0.270, -0.537, 0.254, -0.477, -0.422, -0.741, -0.198, 0.197, 0.222, 0.266, 0.255, 0.201, 0.517], "e_above_lowest_ev": 3.652, "gap_ev": [6.52, 6.81]}

***

{"formula": "C13H19NOS2", "method": "ωB97M-V with the def2-TZVPD basis set", "elements": ["C", "C", "C", "O", "C", "S", "S", "H", "H", "H", "H", "H", "H", "H", "C", "N", "C", "C", "C", "C", "C", "C", "C", "C", "H", "H", "H", "H", "H", "H", "H", "H", "H", "H", "H", "H"], "coordinates": [[-4.526, 0.340, 1.869], [-3.496, 1.401, 1.528], [-4.007, 2.407, 0.531], [-2.413, 0.575, 0.962], [-1.231, 1.197, 0.746], [-0.435, 0.394, -0.557], [-0.678, 2.521, 1.535], [-5.432, 0.768, 2.303], [-4.805, -0.188, 0.946], [-4.113, -0.389, 2.575], [-3.125, 1.914, 2.428], [-4.890, 2.900, 0.950], [-3.253, 3.166, 0.291], [-4.318, 1.890, -0.388], [0.393, -2.408, 1.346], [0.990, -1.741, 0.221], [0.948, -2.435, -1.037], [1.068, -0.301, 0.168], [2.258, 0.130, -0.686], [2.049, 0.562, -1.987], [3.130, 0.673, -2.869], [4.423, 0.400, -2.416], [4.637, 0.035, -1.083], [3.554, -0.060, -0.197], [-0.230, -3.240, 0.985], [1.186, -2.824, 1.988], [-0.203, -1.718, 1.961], [0.665, -3.482, -0.851], [0.234, -1.980, -1.737], [1.930, -2.404, -1.532], [1.134, 0.087, 1.193], [1.041, 0.781, -2.351], [2.934, 0.996, -3.889], [5.264, 0.503, -3.100], [5.639, -0.158, -0.708], [3.682, -0.311, 0.861]], "nbo_charge": [-0.620, 0.082, -0.644, -0.518, 0.015, 0.234, -0.086, 0.214, 0.214, 0.221, 0.209, 0.223, 0.232, 0.214, -0.396, -0.467, -0.411, -0.185, 0.056, -0.254, -0.192, -0.221, -0.206, -0.225, 0.197, 0.187, 0.199, 0.206, 0.184, 0.200, 0.247, 0.228, 0.214, 0.216, 0.216, 0.218], "e_above_lowest_ev": 0.000, "gap_ev": 8.19}

***

Number 1: largest force on an atom 0.0641 Eh/bohr, E -17936.030 eV. Number 2: largest force on an atom 0.0749 Eh/bohr, E -60582.509 eV. Number 3: largest force on an atom 0.0082 Eh/bohr, E -8430.577 eV. Number 4: largest force on an atom 0.0750 Eh/bohr, E -9819.645 eV. Number 5: largest force on an atom 0.0637 Eh/bohr, E -20105.689 eV. Number 6: largest force on an atom 0.0319 Eh/bohr, E -38996.153 eV.